No. 1
Computed, not measured: a molecular structure, C29H28CoN7O4PS, with ωB97M-V/def2-TZVPD.

Properties
ΔE to the lowest compared entry with this formula, charge and spin	0.0	kcal per mole
maximum force	0.549	eV Å⁻¹
<S²>	3.759
2S+1	4
Kohn-Sham gap (alpha / beta)	7.49 / 7.67	eV
E	-3928.6351	a.u.
molecular weight	660.56	g/mol

Cartesian coordinates (Å):
Co  0.20068  0.30681  0.27681
O  2.34782  -2.26467  2.45584
C  1.49184  -1.43617  2.28127
N  0.36106  -1.57348  1.47258
C  0.06786  -2.81456  0.80955
C  0.04322  -4.01243  1.51319
C  -0.33155  -5.18468  0.88068
C  -0.68869  -5.16418  -0.46090
C  -0.66390  -3.97212  -1.16220
C  -0.28832  -2.78987  -0.53694
N  -0.25760  -1.56309  -1.27890
C  0.65753  -1.49010  -2.31826
O  1.51402  -2.32224  -2.51433
C  0.54905  -0.25780  -3.17505
C  1.58756  0.03096  -4.04853
C  1.51838  1.20637  -4.77438
C  0.41467  2.02980  -4.61004
C  -0.57861  1.63883  -3.72451
N  -0.51734  0.51871  -3.01277
C  1.54988  -0.06790  2.91854
C  2.33495  0.14449  4.03603
C  2.37458  1.41903  4.57836
C  1.63417  2.42479  3.97733
C  0.88535  2.12312  2.84989
N  0.83990  0.90072  2.33059
H  0.32767  -4.01843  2.55631
H  -0.34496  -6.11322  1.43587
H  -0.97875  -6.07811  -0.96215
H  -0.91870  -3.94588  -2.21368
H  2.42685  -0.64576  -4.11454
H  2.31772  1.48282  -5.44946
H  0.32144  2.96093  -5.15235
H  -1.45552  2.25849  -3.56858
H  2.89727  -0.68158  4.44771
H  2.97690  1.62653  5.45269
H  1.64187  3.43472  4.36253
H  0.31098  2.88558  2.33769
S  3.73801  2.34759  -1.58396
C  4.26578  0.74298  -1.30720
C  3.30016  -0.02350  -0.72344
C  2.06991  0.66532  -0.47503
C  2.19588  1.96966  -0.89030
C  1.09694  2.91270  -0.75302
C  1.17121  4.28539  -0.99907
C  0.05086  5.06645  -0.79700
C  -1.12892  4.47666  -0.35457
C  -1.13122  3.11156  -0.13252
N  -0.05059  2.35462  -0.32477
H  5.26442  0.45387  -1.59784
H  3.46493  -1.06813  -0.49175
H  2.10354  4.71883  -1.33661
H  0.09357  6.13307  -0.97876
H  -2.02575  5.05621  -0.18879
H  -2.01785  2.58288  0.20352
N  -3.14772  -1.05392  -1.67162
C  -3.72636  -1.44717  -0.38247
P  -3.21221  -0.27051  0.93205
O  -4.21926  0.80978  1.09629
O  -1.77988  0.15556  0.64955
C  -3.13541  -1.31821  2.44794
N  -1.97948  -0.91735  3.26859
H  -3.60957  -1.52754  -2.43794
H  -1.18175  -1.14503  -1.47733
H  -3.24511  -0.05698  -1.82744
H  -3.37409  -2.45303  -0.13927
H  -4.82145  -1.45574  -0.37128
H  -3.01340  -2.36850  2.17370
H  -4.09459  -1.20577  2.96164
H  -0.47209  -1.25324  2.01221
H  -2.01970  -1.36043  4.17880
H  -1.99811  0.08547  3.42181



No. 2
Computed, not measured: 2 unconnected molecules or ions with the total composition C5H10O, with ωB97M-V/def2-TZVPD.

Properties
ΔE to the lowest compared entry with this formula, charge and spin	114.5	kcal per mole
maximum force	3.835	eV Å⁻¹
Kohn-Sham gap	9.14	eV
SMILES	C=CC.C=CO
E	-271.5701	a.u.
molecular weight	86.13	g/mol

Cartesian coordinates (Å):
C  -0.79831  2.01609  1.29372
C  -0.01866  1.03087  0.75548
C  1.29490  1.45427  0.19400
H  -1.92893  2.27832  1.07561
H  -0.35975  2.80506  1.95671
H  -0.47174  0.02798  0.47488
H  1.23162  2.33355  -0.51947
H  1.80269  0.59890  -0.37456
H  2.03744  1.85676  0.93769
C  0.49327  -1.58079  -0.65485
C  -0.50629  -2.51784  -0.97986
O  -1.70320  -2.03249  -1.46695
H  1.08128  -1.49615  0.31501
H  0.52688  -0.60043  -1.24833
H  -0.39559  -3.63777  -0.90836
H  -2.28562  -2.53632  -0.85071



No. 3
Computed, not measured: a molecular structure, C39H54BrN2O7PRuSSi, with ωB97M-V/def2-TZVPD.

Properties
ΔE to the lowest compared entry with this formula, charge and spin	0.0	kcal per mole
maximum force	0.493	eV Å⁻¹
<S²>	8.783
2S+1	6
charge	-1
Kohn-Sham gap (alpha / beta)	6.79 / 5.89	eV
E	-5852.9330	a.u.
molecular weight	934.97	g/mol

Cartesian coordinates (Å):
Ru  0.62967  0.57289  -0.02859
C  4.35590  1.70625  2.42463
C  2.93045  1.75670  1.92171
O  2.54165  0.78496  1.25321
C  2.16764  2.89979  2.28452
C  0.83105  3.16864  2.03866
C  0.25771  4.45717  2.55683
N  0.03379  2.31945  1.36177
N  -1.21982  2.73510  1.29391
C  -2.01177  1.86877  0.63639
O  -1.69154  0.72328  0.26573
C  -3.39120  2.36054  0.33210
C  -4.14496  1.67343  -0.61541
C  -5.40898  2.12648  -0.96764
C  -5.93937  3.25326  -0.35056
C  -5.20020  3.92554  0.61575
C  -3.92468  3.48826  0.94884
H  4.88443  0.88155  1.94967
H  4.35436  1.55180  3.50715
H  4.87432  2.64577  2.21960
H  2.69946  3.65834  2.84340
H  1.00806  5.01496  3.11622
H  -0.60760  4.26253  3.18996
H  -0.08532  5.04630  1.70239
H  -3.71766  0.78643  -1.06853
H  -5.97608  1.60789  -1.73059
H  -6.92661  3.60969  -0.62579
H  -5.61894  4.79653  1.10594
H  -3.32555  4.01683  1.68082
C  -0.96076  -2.46063  4.02978
C  0.14428  -1.63201  3.37997
C  0.10208  -0.20622  3.90958
C  1.51530  -2.24848  3.65660
O  -0.06102  -1.51620  1.95532
Si  -0.42830  -2.62424  0.78239
S  -0.03356  -1.67654  -1.03410
O  -1.93031  -3.26803  0.96246
C  -3.28954  -2.96704  0.63605
C  -4.09010  -4.17758  1.09076
C  -3.42162  -2.77043  -0.87175
C  -3.76192  -1.71727  1.37136
O  0.53639  -3.94153  1.09064
C  0.97518  -5.04120  0.28566
C  1.29597  -6.15858  1.26960
C  2.23869  -4.64925  -0.47921
C  -0.11671  -5.49947  -0.68335
H  -0.82884  -2.46168  5.11533
H  -0.94296  -3.49264  3.66789
H  -1.93349  -2.02581  3.79409
H  0.17840  -0.20633  5.00019
H  -0.83666  0.27040  3.61400
H  0.92596  0.37596  3.48962
H  1.70724  -2.26837  4.73523
H  2.28846  -1.64917  3.16520
H  1.56436  -3.26279  3.26175
H  -3.78108  -5.06957  0.53539
H  -5.16043  -4.01348  0.93340
H  -3.90969  -4.35339  2.15368
H  -3.01469  -3.63705  -1.39994
H  -2.85386  -1.88940  -1.18029
H  -4.47274  -2.64006  -1.14823
H  -3.85161  -1.90757  2.44449
H  -4.74069  -1.40628  0.99455
H  -3.05434  -0.90118  1.20848
H  2.01754  -5.80193  2.01058
H  1.72020  -7.02086  0.74661
H  0.38647  -6.46927  1.79274
H  3.00777  -4.31068  0.22348
H  2.01409  -3.83427  -1.16674
H  2.62119  -5.50550  -1.04616
H  -1.04107  -5.70393  -0.13660
H  0.20284  -6.40677  -1.20491
H  -0.31681  -4.71961  -1.42490
C  1.86073  0.85680  -3.52049
P  2.57104  0.75496  -1.83319
C  3.31167  2.41034  -1.57608
C  4.05067  -0.26818  -2.21885
C  5.08837  0.17485  -3.03831
C  6.15136  -0.66397  -3.34747
C  6.18983  -1.96067  -2.84190
C  5.16215  -2.41194  -2.02593
C  4.10116  -1.56835  -1.71510
H  2.58745  1.25519  -4.23140
H  0.96592  1.47650  -3.49139
H  1.57586  -0.15416  -3.82024
H  3.80108  2.79987  -2.47052
H  4.04045  2.33140  -0.76606
H  2.52822  3.10515  -1.26256
H  5.07204  1.18045  -3.44494
H  6.94934  -0.30850  -3.98939
H  7.01912  -2.61514  -3.08730
H  5.18422  -3.42196  -1.63097
H  3.29200  -1.91505  -1.07713
Br  -4.44523  3.34787  -4.52781
C  -2.86192  4.21692  -3.91492
C  -2.54196  5.45908  -4.43621
C  -1.39609  6.09615  -3.97409
C  -0.59875  5.49087  -3.00983
C  -0.92632  4.23473  -2.51476
C  -2.06877  3.58729  -2.97294
C  0.00961  3.55386  -1.52334
O  0.71321  4.27774  -0.80535
O  -0.03987  2.27489  -1.55571
H  -3.17280  5.91205  -5.18924
H  -1.13190  7.07182  -4.36700
H  0.28697  5.97908  -2.61909
H  -2.31666  2.60690  -2.59326



No. 4
Computed, not measured: 2 unconnected molecules or ions with the total composition C5H14, with ωB97M-V/def2-TZVPD.

Properties
ΔE to the lowest compared entry with this formula, charge and spin	26.3	kcal per mole
maximum force	3.598	eV Å⁻¹
Kohn-Sham gap	12.10	eV
SMILES	CCC.CC
E	-198.8473	a.u.
molecular weight	74.17	g/mol

Cartesian coordinates (Å):
C  0.31342  -1.54969  -0.55648
C  0.54502  -1.05035  0.91767
C  0.50890  -2.34988  1.67900
H  0.33228  -0.74241  -1.29314
H  1.02684  -2.34253  -0.76512
H  -0.69786  -1.96475  -0.59631
H  1.34544  -0.32156  0.96790
H  -0.30167  -0.36501  1.08425
H  1.49640  -2.86382  1.64991
H  0.23086  -2.16419  2.72659
H  -0.04238  -3.24040  1.36453
C  -0.82693  1.97785  -0.28675
C  -0.34675  2.76904  -1.54738
H  -1.85564  1.64124  -0.37794
H  -0.02185  1.31528  0.07813
H  -0.82581  2.63330  0.59411
H  0.69020  2.55130  -1.73070
H  -0.69294  3.78893  -1.52962
H  -0.87752  2.27766  -2.37866



No. 5
Computed, not measured: 10 unconnected molecules or ions with the total composition C4H30N3O9, with ωB97M-V/def2-TZVPD.

Properties
ΔE to the lowest compared entry with this formula, charge and spin	40.7	kcal per mole
maximum force	2.889	eV Å⁻¹
charge	+1
Kohn-Sham gap	9.30	eV
E	-1011.6045	a.u.
molecular weight	264.30	g/mol

Cartesian coordinates (Å):
C  -0.58913  -0.80827  -0.69726
C  0.86139  -0.28973  -0.69718
C  0.99380  0.91795  0.21247
N  0.59999  3.79244  -1.95550
C  1.09480  2.77995  -1.37487
N  0.43385  2.12710  -0.32837
N  -0.77261  -1.67020  0.50011
H  -0.67023  -1.47496  -1.56520
H  -1.30347  -0.01034  -0.75673
H  1.56261  -1.10071  -0.50083
H  0.93465  0.03926  -1.74577
H  0.47460  0.83486  1.21465
H  2.03431  1.02867  0.57247
H  -0.35682  3.98636  -1.66436
H  2.12315  2.47589  -1.60209
H  -0.57403  2.15837  -0.40459
H  -0.68421  -1.18290  1.40340
H  -1.71664  -2.06749  0.66902
H  -0.35450  -2.65490  0.38464
H  -0.23290  2.77418  1.91041
H  -1.30100  3.63333  2.54676
O  -1.05461  2.70769  2.42082
H  1.23273  1.43205  4.44749
H  -0.23865  2.04433  4.33424
O  0.35647  1.38826  4.06672
H  0.55460  -4.85328  -0.07625
H  0.76811  -3.50711  -0.83069
O  0.11646  -4.04459  -0.34065
H  -3.33436  1.64088  -3.15256
H  -1.96284  1.74260  -3.88604
O  -2.45981  1.25652  -3.22613
H  -3.12505  1.49917  0.16291
H  -1.93748  1.62140  1.27666
O  -2.41993  1.06953  0.64691
H  1.48422  -0.98685  -4.86747
H  0.46917  -2.24481  -4.65558
O  1.19564  -1.71604  -4.32166
H  2.94873  -2.66127  -1.90948
H  1.77482  -2.61357  -2.94154
O  2.05482  -2.96767  -2.07799
H  -1.06279  -1.07549  4.14162
H  -1.15887  0.21068  3.24791
O  -1.05525  -0.74107  3.24434
H  1.86262  -2.13564  2.75888
H  1.04638  -0.93418  3.08923
O  1.38724  -1.42039  2.32712



No. 6
Computed, not measured: a molecular structure, C12H12BN6RhS4, with ωB97M-V/def2-TZVPD.

Properties
ΔE to the lowest compared entry with this formula, charge and spin	0.0	kcal per mole
maximum force	0.141	eV Å⁻¹
<S²>	6.029
2S+1	5
Kohn-Sham gap (alpha / beta)	8.15 / 6.13	eV
E	-2521.1958	a.u.
molecular weight	482.26	g/mol

Cartesian coordinates (Å):
Rh  0.46470  0.58603  -0.00185
S  1.57424  1.73755  -1.68211
C  2.38408  2.58971  -0.38709
S  1.80958  2.06960  1.18044
C  3.33262  3.54543  -0.58117
C  3.93375  4.22087  0.52277
N  4.41817  4.76196  1.41400
C  3.75812  3.89807  -1.89624
N  4.10553  4.17045  -2.95791
C  1.84968  -1.85458  -2.76578
N  0.46627  -1.94127  -2.32952
C  -0.63370  -2.05330  -3.14249
C  -1.71488  -2.10838  -2.32736
N  -1.28769  -2.03768  -1.02615
B  -2.29768  -2.22646  0.16895
N  -2.01232  -1.25421  1.36408
C  -1.90673  -1.69504  2.65816
C  -1.74173  -0.62082  3.46851
N  -1.74039  0.48684  2.65631
C  -1.59734  1.86786  3.08457
C  -1.90334  0.08174  1.37617
S  -1.85547  1.15107  0.01526
C  0.04984  -1.92722  -1.04124
S  1.11406  -1.69675  0.30836
H  1.85870  -1.67746  -3.83774
H  2.37470  -2.78096  -2.54023
H  2.34114  -1.02749  -2.25717
H  -0.55032  -2.07672  -4.21360
H  -2.75990  -2.19120  -2.56141
H  -2.18368  -3.33864  0.60827
H  -3.38647  -2.00301  -0.28423
H  -1.96105  -2.74201  2.89106
H  -1.62670  -0.54520  4.53422
H  -1.31479  1.87187  4.13356
H  -2.53670  2.40193  2.95402
H  -0.82430  2.35741  2.49459



No. 7
Computed, not measured: 2 unconnected molecules or ions with the total composition C4H6O4, with ωB97M-V/def2-TZVPD.

Properties
ΔE to the lowest compared entry with this formula, charge and spin	30.7	kcal per mole
maximum force	3.006	eV Å⁻¹
charge	-2
Kohn-Sham gap	7.35	eV
E	-456.9742	a.u.
molecular weight	118.09	g/mol

Cartesian coordinates (Å):
C  -0.35889  -2.01543  0.70950
C  -1.67045  -2.73043  1.10236
O  -1.97841  -3.80534  0.55145
O  -2.21768  -2.12207  2.06219
H  -0.32328  -0.88792  0.67940
H  0.19131  -2.45623  -0.14277
H  0.37619  -2.10529  1.55761
C  1.51788  2.60506  -1.09669
C  -0.06429  1.97902  -0.77560
O  0.05180  1.15926  0.13966
O  -1.00779  2.43811  -1.42519
H  1.83161  3.22288  -0.26468
H  1.42103  2.94886  -2.09241
H  2.23097  1.76952  -1.00481



No. 8
Computed, not measured: a molecular structure, C3H7NO3, with ωB97M-V/def2-TZVPD.

Properties
ΔE to the lowest compared entry with this formula, charge and spin	147.1	kcal per mole
maximum force	3.202	eV Å⁻¹
Kohn-Sham gap	9.24	eV
E	-398.8032	a.u.
molecular weight	105.09	g/mol

Cartesian coordinates (Å):
C  1.98517  -0.23277  0.82603
C  -1.83656  0.06244  0.06838
N  0.80892  0.18174  1.00755
C  -0.57303  -0.72990  -0.02996
O  0.27294  -0.33274  -1.42726
O  0.16258  1.05730  -1.74244
O  -0.47102  -1.90929  0.17396
H  0.77395  1.24431  -2.46817
H  0.46423  0.74322  1.78530
H  2.75229  -0.20662  1.59064
H  2.32986  -0.82377  -0.02022
H  -1.75451  0.94321  0.69958
H  -2.19170  0.49938  -0.87087
H  -2.72311  -0.49652  0.40747



No. 9
Computed, not measured: a molecular structure, C4H8O2, with ωB97M-V/def2-TZVPD.

Properties
ΔE to the lowest compared entry with this formula, charge and spin	148.7	kcal per mole
maximum force	7.622	eV Å⁻¹
Kohn-Sham gap	9.70	eV
E	-307.4755	a.u.
molecular weight	88.11	g/mol

Cartesian coordinates (Å):
C  0.78330  0.97958  1.40005
C  -0.82123  0.42341  0.23804
C  -0.57109  -0.59832  -1.72296
C  0.35227  -1.48173  -1.10903
H  1.23734  -0.05971  1.85460
H  1.68997  1.88149  1.65777
H  -0.38167  1.14302  2.04993
H  -1.57257  1.05524  0.96116
H  -0.72267  -0.66377  0.69430
H  -0.46872  -0.54410  -3.01048
H  0.80295  -1.18093  -0.28686
H  0.77902  -2.27046  -1.78943
O  0.32011  1.06121  0.10441
O  -1.42699  0.25506  -1.04149



No. 10
Computed, not measured: a gas-phase ion, C22H28FN2O2 (charge +1), with ωB97M-V/def2-TZVPD.

Properties
ΔE to the lowest compared entry with this formula, charge and spin	0.0	kcal per mole
maximum force	0.924	eV Å⁻¹
charge	+1
Kohn-Sham gap	9.00	eV
SMILES	C=CCc1ccccc1OC[C@H](O)C[NH+]1CCN(c2ccccc2F)CC1
E	-1214.7256	a.u.
molecular weight	371.48	g/mol

Cartesian coordinates (Å):
C  -1.79328  -2.13453  -1.18818
C  -3.08730  -1.96573  -0.97241
C  -3.73669  -1.99731  0.37569
C  -4.75827  -0.90209  0.53792
C  -6.09104  -1.18809  0.78239
C  -7.02603  -0.17644  0.92571
C  -6.62769  1.14238  0.82717
C  -5.29964  1.45489  0.58260
C  -4.37110  0.43824  0.43444
O  -3.02434  0.65462  0.19146
C  -2.60345  1.94476  -0.18559
C  -1.17992  1.76618  -0.71919
O  -1.14229  0.81027  -1.74863
C  -0.24121  1.27914  0.41612
N  0.90746  0.60677  -0.22193
C  1.47019  -0.52145  0.54618
C  2.50255  -1.26194  -0.32240
N  3.55068  -0.37186  -0.73815
C  4.77696  -0.36603  -0.05857
C  5.47745  -1.56596  0.08448
C  6.70643  -1.61172  0.71206
C  7.28757  -0.45480  1.20550
C  6.61958  0.74834  1.07708
C  5.38241  0.77581  0.46472
F  4.73516  1.97491  0.40044
C  3.04086  0.77918  -1.43112
C  1.98863  1.54041  -0.61070
H  -1.37464  -2.15582  -2.18066
H  -1.11104  -2.33207  -0.37488
H  -3.76219  -1.80675  -1.80343
H  -4.23946  -2.96113  0.49017
H  -2.97663  -1.92014  1.15793
H  -6.40122  -2.21937  0.86023
H  -8.05939  -0.41992  1.11398
H  -7.34532  1.93958  0.94021
H  -5.00436  2.49011  0.51688
H  -3.24236  2.34856  -0.98004
H  -2.60473  2.63715  0.66548
H  -0.82127  2.70911  -1.14336
H  -1.82175  0.13267  -1.56324
H  -0.79114  0.55189  1.01781
H  0.08864  2.10115  1.04963
H  0.47642  0.24096  -1.10725
H  0.66632  -1.19837  0.83841
H  1.94949  -0.12613  1.44518
H  2.91972  -2.08861  0.25115
H  1.99879  -1.67224  -1.20745
H  5.05185  -2.46874  -0.32521
H  7.22041  -2.55540  0.80295
H  8.25166  -0.48712  1.68559
H  7.03308  1.66962  1.45493
H  3.85535  1.45184  -1.69398
H  2.57578  0.43561  -2.36528
H  1.56997  2.35012  -1.20752
H  2.43434  1.95545  0.29469